Here is a structure of composition C25H53AsNO8 from the Open Molecules 2025 dataset. Energies are from ωB97M-V with the def2-TZVPD basis set.

Geometry as XYZ:
```
88
Properties=species:S:1:pos:R:3:mulliken_charge:R:1
C 0.8025 0.0618 -3.0922 -0.106
C 1.5679 -0.7345 -2.6278 -0.617
C 2.4813 -1.7085 -2.0212 0.217
C 2.9243 -2.7997 -3.0062 -0.758
C 4.0921 -3.6439 -2.4808 -1.174
As 5.6670 -3.6935 -3.7762 -0.339
C 6.8665 -2.5408 -2.6198 -1.212
C 6.2380 -1.2856 -2.0480 0.519
C 7.2422 -0.3483 -1.3600 -1.006
C 7.1684 -0.4219 0.1582 -0.935
C 7.2946 -1.8343 0.7104 0.193
C 7.4642 -1.8439 2.2198 -0.842
O 7.0124 -3.0167 2.8568 -0.394
C 7.7135 -4.1771 2.4620 -0.513
O 6.4147 -5.3498 -2.7316 -0.748
C 6.3476 -5.3870 -1.5042 0.724
N 6.2903 -5.4115 -0.3392 -0.748
H 0.1392 0.7658 -3.5260 0.464
H 1.9559 -2.1644 -1.1798 0.154
H 3.3407 -1.1606 -1.6310 -0.025
H 3.1634 -2.3281 -3.9623 0.469
H 2.0560 -3.4344 -3.1942 0.325
H 3.7624 -4.6763 -2.3577 0.561
H 4.3896 -3.3113 -1.4854 0.342
H 6.8863 -3.9642 -4.7329 0.142
H 4.8172 -4.7288 -4.6061 0.139
H 5.1917 -2.4643 -4.6195 0.160
H 7.6682 -2.2589 -3.3115 0.499
H 7.3218 -3.1289 -1.8196 0.093
H 5.7158 -0.7584 -2.8524 0.656
H 5.4928 -1.5616 -1.2988 -0.534
H 8.2517 -0.6301 -1.6744 0.376
H 7.0753 0.6864 -1.6671 0.286
H 7.9523 0.2132 0.5878 0.461
H 6.2144 -0.0011 0.4959 0.282
H 8.1405 -2.3410 0.2357 0.281
H 6.4121 -2.4341 0.4706 0.174
H 8.5236 -1.6842 2.4705 0.349
H 6.8805 -1.0387 2.6707 0.372
H 7.4426 -4.9726 3.1533 0.224
H 8.7974 -4.0116 2.5166 0.301
H 7.4406 -4.4953 1.4522 0.189
C 0.5880 -1.1138 1.2693 -0.728
O -0.1360 0.0573 1.5789 -0.339
C 0.0661 1.0645 0.6036 -0.261
C -0.9692 2.1538 0.7422 -0.570
O -2.2335 1.8197 0.1921 -0.422
C -3.0658 0.9938 0.9842 -0.470
C -3.8245 1.7379 2.0560 -0.357
O -3.0007 1.9996 3.1789 -0.316
C -3.5660 2.9619 4.0311 -0.752
H 1.6650 -0.9156 1.2173 0.254
H 0.3988 -1.8388 2.0581 0.353
H 0.2625 -1.5311 0.3098 0.309
H 0.0123 0.6374 -0.4050 0.058
H 1.0649 1.5077 0.7308 0.458
H -0.6244 3.0109 0.1599 0.411
H -1.0628 2.4573 1.7884 0.246
H -2.5043 0.1644 1.4208 0.216
H -3.8043 0.5859 0.2900 0.425
H -4.6886 1.1347 2.3685 0.381
H -4.2046 2.6793 1.6383 0.246
H -3.7018 3.9220 3.5176 0.311
H -2.8832 3.1001 4.8676 0.255
H -4.5407 2.6363 4.4178 0.297
C -7.4095 5.5038 -1.5029 -0.761
O -7.9647 4.3183 -0.9865 -0.270
C -7.0372 3.2490 -0.9986 -0.451
C -7.5136 2.1098 -0.1305 -0.567
O -7.3077 2.3191 1.2560 -0.351
C -8.2145 3.1760 1.9241 -0.515
C -9.5447 2.5357 2.2423 -0.606
O -10.3822 2.5131 1.1028 -0.249
C -11.4878 1.6609 1.2752 -0.773
H -7.0828 5.3771 -2.5422 0.311
H -8.1831 6.2682 -1.4677 0.232
H -6.5503 5.8350 -0.9075 0.319
H -6.0599 3.5909 -0.6341 0.282
H -6.9082 2.8811 -2.0265 0.419
H -6.9031 1.2387 -0.3770 0.426
H -8.5583 1.8738 -0.3472 0.243
H -8.3654 4.1067 1.3717 0.242
H -7.7304 3.4111 2.8745 0.413
H -10.0306 3.1071 3.0469 0.441
H -9.3712 1.5138 2.6045 0.341
H -11.1717 0.6248 1.4446 0.324
H -12.0799 1.7071 0.3635 0.231
H -12.1122 1.9765 2.1205 0.308
```

Summary:
net charge	-1
Kohn-Sham gap	6.063	eV
HOMO energy	-4.2	eV
E_LUMO	1.86	eV
2S+1	1
total energy	-105486.057	eV

---

Here is a structure of composition C21H38N5OPb from the Open Molecules 2025 dataset. Energies are from ωB97M-V with the def2-TZVPD basis set.

Geometry as XYZ:
```
66
Properties=species:S:1:pos:R:3:nbo_charge:R:1
Pb 2.7487 -3.0768 27.9977 1.554
C -0.1981 -4.7412 26.2521 -0.243
O 0.4399 -3.6989 26.9696 -0.984
H -1.0615 -4.3685 25.7009 0.151
H 0.4512 -5.4044 25.6805 0.133
H -0.7444 -5.4400 26.8855 0.141
C 6.7120 -0.7050 24.1387 -0.616
C 5.8415 0.4549 24.6735 -0.411
C 5.5226 0.5727 26.1892 -0.509
C 5.2247 -0.7273 26.8812 0.433
N 4.9590 -1.7785 27.3410 -0.478
H 7.1293 -0.4453 23.1658 0.230
H 6.3899 -1.7458 24.1067 0.208
H 7.5709 -0.7490 24.8084 0.200
H 5.0028 0.2113 24.0213 0.224
H 6.1922 1.3615 24.1803 0.237
H 4.6651 1.2128 26.3968 0.268
H 6.3873 0.9123 26.7594 0.256
C 5.2568 -7.7010 24.1607 -0.630
C 6.4752 -7.1300 24.9441 -0.374
C 6.3167 -5.5987 25.2610 -0.545
C 5.1540 -5.0385 25.9149 0.424
N 4.1653 -4.6230 26.3486 -0.455
H 4.6459 -6.9798 23.6178 0.213
H 4.6019 -8.1845 24.8857 0.219
H 5.5358 -8.5710 23.5662 0.231
H 7.4037 -7.3373 24.4120 0.229
H 6.5256 -7.6302 25.9112 0.216
H 6.4041 -4.9846 24.3648 0.260
H 7.2255 -5.1937 25.7062 0.270
C 3.9401 -2.8685 22.2525 -0.618
C 2.7056 -3.6100 22.8691 -0.383
C 1.7080 -2.7111 23.5237 -0.517
C 2.0386 -1.9677 24.7530 0.414
N 2.4446 -1.3847 25.6164 -0.445
H 4.5164 -3.6073 21.6956 0.221
H 4.5499 -2.3868 23.0168 0.203
H 3.6366 -2.1325 21.5080 0.211
H 3.0548 -4.2323 23.6930 0.209
H 2.1318 -4.1539 22.1187 0.227
H 0.7458 -3.1977 23.6833 0.276
H 1.6629 -1.8663 22.8364 0.245
C 2.5808 2.1296 31.7945 -0.618
C 2.5470 2.8051 30.3828 -0.389
C 1.5274 2.1038 29.4421 -0.492
C 1.9169 0.6444 29.1409 0.384
N 2.1455 -0.4525 28.9093 -0.422
H 3.0959 1.1700 31.7506 0.205
H 1.5485 1.8786 32.0383 0.199
H 3.0804 2.6046 32.6388 0.234
H 3.5598 2.9425 30.0040 0.215
H 2.1632 3.8040 30.5899 0.220
H 1.4271 2.7241 28.5514 0.263
H 0.5844 2.0495 29.9860 0.254
C -1.4444 -1.0469 31.8786 -0.619
C -1.4927 -2.4152 32.6317 -0.379
C -0.1995 -3.2614 32.5240 -0.522
C 0.5533 -3.3279 31.2565 0.405
N 1.2271 -3.3986 30.2799 -0.442
H -2.2109 -0.3537 32.2250 0.228
H -1.6773 -1.2771 30.8389 0.218
H -0.4315 -0.6447 31.8562 0.202
H -2.2818 -3.0696 32.2615 0.217
H -1.6624 -2.1345 33.6712 0.221
H -0.3115 -4.3066 32.8123 0.265
H 0.4968 -2.8438 33.2512 0.255
```

Summary:
net charge	+1
Kohn-Sham gap	7.112	eV
HOMO energy	-9.6	eV
E_LUMO	-2.44	eV
2S+1	1
total energy	-37130.029	eV
ΔE to the lowest compared entry with this formula, charge and spin	0.000	eV

---

Here is a cluster of 2 separate species, C6H14NS in total from the Open Molecules 2025 dataset. Energies are from ωB97M-V with the def2-TZVPD basis set.

Geometry as XYZ:
```
22
Properties=species:S:1:pos:R:3:nbo_charge:R:1
C 0.0107 -2.1500 -1.5760 -0.547
C -0.9462 -1.8647 -0.7025 -0.004
N -1.8977 -2.7797 -0.2204 -0.617
C -3.2204 -2.1959 -0.0245 -0.409
H 0.1886 -3.1405 -1.9855 0.166
H 0.6403 -1.3564 -1.9461 0.213
H -1.1447 -0.8299 -0.4139 0.255
H -1.9402 -3.5983 -0.8127 0.346
H -3.8628 -2.9191 0.4800 0.180
H -3.0919 -1.3259 0.6242 0.220
H -3.6861 -1.8695 -0.9594 0.164
C 2.5616 3.1795 0.6705 -0.624
C 2.5006 1.6814 0.8581 -0.407
C 1.4450 0.9843 -0.0286 -0.518
S -0.2673 1.4026 0.4317 -0.721
H 2.9885 3.4506 -0.2951 0.181
H 3.0947 3.6984 1.4678 0.182
H 1.5374 3.5573 0.6926 0.239
H 3.4589 1.1721 0.6681 0.164
H 2.2466 1.3969 1.8832 0.195
H 1.6092 -0.0900 0.0889 0.180
H 1.6404 1.2603 -1.0745 0.164
```

Summary:
net charge	-1
Kohn-Sham gap	6.083	eV
HOMO energy	-2.4	eV
E_LUMO	3.69	eV
2S+1	1
total energy	-18774.351	eV
ΔE to the lowest compared entry with this formula, charge and spin	0.834	eV

---

Here is a structure of composition C28H20Co2O11 from the Open Molecules 2025 dataset. Energies are from ωB97M-V with the def2-TZVPD basis set.

Geometry as XYZ:
```
61
Properties=species:S:1:pos:R:3:nbo_charge:R:1
C -1.8238 -3.9896 -4.0397 -0.243
O -2.2664 -3.8228 -2.7180 -0.510
C -2.5534 -2.5183 -2.3697 0.255
C -2.9401 -2.2890 -1.0371 -0.268
C -3.2765 -1.0452 -0.6034 -0.229
C -3.2549 0.0792 -1.4526 0.045
C -3.6062 1.3773 -0.9773 -0.510
C -3.6021 2.5389 -1.8530 0.763
O -3.4995 2.3853 -3.0639 -0.688
O -3.7300 3.7997 -1.3158 -0.548
C -3.6116 3.8989 0.1202 0.536
C -2.1312 3.8795 0.5062 -0.666
C -4.2631 5.2230 0.5436 -0.623
O -4.2920 2.8554 0.8464 -0.547
C -4.1011 1.5779 0.3756 0.760
O -4.3677 0.6144 1.0829 -0.684
C -2.8480 -0.1582 -2.7833 -0.235
C -2.5047 -1.4007 -3.2301 -0.323
H -1.6434 -5.0540 -4.2033 0.173
H -2.5993 -3.6417 -4.7263 0.160
H -0.8896 -3.4396 -4.1815 0.180
H -2.9317 -3.1246 -0.3580 0.208
H -3.5800 -0.9147 0.4172 0.254
H -1.6872 2.9291 0.2210 0.256
H -1.5916 4.6767 0.0001 0.203
H -2.0171 3.9979 1.5815 0.206
H -5.3137 5.2055 0.2552 0.215
H -4.2080 5.3471 1.6250 0.209
H -3.7825 6.0701 0.0553 0.207
H -2.8229 0.6713 -3.4639 0.249
H -2.1743 -1.5306 -4.2460 0.193
O 0.3187 1.4271 0.7541 -0.542
C 0.6457 0.3799 1.0560 0.539
Co 1.3225 -1.2186 1.5460 -0.087
C 1.7895 -1.1370 3.2761 0.455
O 2.1558 -1.0443 4.3491 -0.566
C 0.0738 -2.4946 1.2127 0.527
O -0.6954 -3.3077 1.0103 -0.523
C 3.1996 -0.8442 0.6629 -0.261
C 3.9181 -0.0720 1.7311 -0.111
C 3.5049 1.2155 2.0393 -0.198
C 4.0918 1.9221 3.0702 -0.212
C 5.0986 1.3511 3.8143 -0.255
C 5.5190 0.0706 3.5314 -0.227
C 4.9523 -0.6177 2.4809 -0.187
C 2.8424 -2.2805 0.7781 -0.358
C 3.7356 -3.2245 1.4276 -0.275
Co 2.9173 -1.6736 -1.1997 -0.025
C 2.3811 -0.0287 -1.7833 0.542
O 2.0418 1.0030 -2.1246 -0.526
C 1.6125 -2.8169 -1.7490 0.550
O 0.8043 -3.5393 -2.0952 -0.529
C 4.5728 -2.0949 -1.8121 0.479
O 5.6059 -2.3766 -2.2012 -0.566
H 2.6851 1.6444 1.4842 0.223
H 3.7426 2.9127 3.3143 0.199
H 5.5945 1.9272 4.5775 0.190
H 6.2763 -0.3921 4.1498 0.193
H 5.3311 -1.5930 2.2373 0.198
H 3.8839 -4.2014 0.9941 0.181
H 3.9917 -3.0940 2.4607 0.173
```

Summary:
net charge	-2
Kohn-Sham gap	4.947	eV
HOMO energy	-1.1	eV
E_LUMO	3.81	eV
2S+1	1
total energy	-127133.868	eV
ΔE to the lowest compared entry with this formula, charge and spin	2.413	eV

---

Here is a structure of composition C18H16F5O2SiTeTl from the Open Molecules 2025 dataset. Energies are from ωB97M-V with the def2-TZVPD basis set.

Geometry as XYZ:
```
44
Properties=species:S:1:pos:R:3:mulliken_charge:R:1
Tl -2.9812 -0.5719 -1.4903 0.249
O -1.0493 -0.5719 -1.4903 -0.258
Si 0.3222 -0.2523 -0.6227 -0.405
C 0.3189 -1.0738 1.0833 0.390
C -0.1655 -0.3914 2.2196 -0.052
C -0.1825 -1.0031 3.4760 -0.666
C 0.2741 -2.3092 3.6234 -0.290
C 0.7389 -3.0104 2.5145 -0.634
C 0.7543 -2.4043 1.2549 -0.271
C 0.5818 1.6100 -0.3254 0.353
C 1.6760 2.1076 0.4113 0.004
C 1.8383 3.4807 0.6122 -0.644
C 0.9146 4.3796 0.0845 -0.344
C -0.1742 3.9094 -0.6453 -0.589
C -0.3416 2.5379 -0.8500 -0.244
C 1.8998 -0.7793 -1.5417 0.114
C 1.8623 -0.9294 -2.9444 -0.364
C 3.0044 -1.2952 -3.6601 -0.440
C 4.2037 -1.5218 -2.9913 -0.343
C 4.2640 -1.3834 -1.6069 -0.684
C 3.1249 -1.0133 -0.8860 0.060
H -0.5509 0.6259 2.1443 0.390
H -0.5635 -0.4603 4.3378 0.349
H 0.2542 -2.7853 4.6003 0.342
H 1.0799 -4.0369 2.6267 0.339
H 1.1043 -2.9944 0.4075 0.364
H 2.4173 1.4372 0.8425 0.179
H 2.6886 3.8498 1.1805 0.356
H 1.0440 5.4472 0.2403 0.341
H -0.8949 4.6104 -1.0587 0.370
H -1.2033 2.1987 -1.4272 0.196
H 0.9359 -0.7606 -3.4968 0.356
H 2.9550 -1.4019 -4.7412 0.369
H 5.0916 -1.8064 -3.5499 0.335
H 5.2019 -1.5623 -1.0867 0.352
H 3.2153 -0.9143 0.1949 0.297
F -4.6554 -1.4373 1.1967 -0.547
Te -5.8119 -0.0548 0.3150 1.841
F -6.5627 0.4577 2.1040 -0.549
F -7.2698 -1.4155 0.0934 -0.555
F -6.9686 1.3280 -0.5661 -0.559
F -4.3543 1.3062 0.5373 -0.567
O -5.0544 -0.5719 -1.4903 -0.757
H -2.9812 -0.5719 0.3721 -0.184
```

Summary:
net charge	-2
Kohn-Sham gap (spin up / spin down)	4.797 / 3.983	eV
HOMO energy (spin up / spin down)	-0.6 / 0.3	eV
E_LUMO (spin up / spin down)	4.24 / 4.25	eV
2S+1	1
total energy	-56472.164	eV